(1)
{
  "formula": "C29H40ClF7N3O9PS3",
  "method": "ωB97M-V/def2-TZVPD",
  "e_homo_ev": -8.657,
  "e_tot_ev": -126960.005,
  "smiles": "CCCCN(CCCCc1cc(S(=O)(=O)F)c(P(O)Cl)c2c1C(=O)N(CN)C2=O)C(=S)SCCC.CCOC(=O)C(F)(F)F.CCOC(=O)C(F)(F)F",
  "gap_ev": 7.57,
  "symbols": ["H", "H", "H", "C", "C", "C", "C", "C", "H", "H", "H", "H", "O", "C", "H", "C", "C", "Cl", "H", "H", "H", "C", "H", "O", "O", "H", "F", "C", "H", "H", "O", "C", "C", "F", "H", "C", "C", "C", "F", "S", "C", "O", "H", "H", "C", "F", "C", "H", "O", "O", "H", "F", "C", "H", "H", "C", "S", "C", "H", "H", "H", "F", "O", "H", "H", "N", "H", "C", "H", "C", "H", "H", "H", "C", "H", "C", "C", "H", "O", "C", "S", "H", "F", "C", "N", "H", "H", "C", "P", "H", "N", "H", "H"],
  "coordinates": [[-2.1656, 3.3184, -0.4340], [6.9563, -2.5259, -1.3920], [4.3317, -0.2511, 3.0598], [4.0602, -1.5857, -1.7000], [-2.2973, 2.0933, 6.3404], [-3.0424, -0.4103, 0.6810], [3.1968, 0.0344, 0.4042], [-0.9224, -1.1288, -0.3143], [-0.1120, 2.0653, -2.5791], [2.2196, 1.0942, 4.8320], [-0.0639, -1.7822, -0.2360], [-2.7798, 2.7537, 7.0600], [-2.3908, 1.7164, -3.5331], [3.7595, 1.8204, 2.7653], [-1.5501, 4.3427, -2.2871], [-3.0145, 3.5805, -1.0802], [-1.1658, 4.0011, 5.5729], [-5.7490, -1.6715, 1.1737], [3.7625, 2.7278, 3.3703], [1.9781, -0.2938, 3.8129], [-3.7596, 4.0895, -0.4701], [-1.8936, -1.2275, 0.6699], [0.9180, 1.3022, -3.7492], [-5.3578, 1.4416, -0.3904], [-1.0852, 2.7107, 5.8531], [1.1562, 2.5268, -0.0749], [1.2235, -5.2724, -5.2641], [-2.1665, 0.5494, -1.3928], [0.9168, -0.7328, -2.0192], [-3.2669, -5.7861, -6.2531], [-1.1888, -1.8856, 3.1463], [-3.7793, -3.7590, -5.7293], [0.2047, 4.5082, 5.0778], [1.0570, 4.6206, 6.1054], [0.8657, 0.7611, -0.0949], [5.2019, -2.0657, -2.6004], [2.5330, 1.8648, 1.8415], [0.0802, -0.1372, -2.3955], [0.7064, -3.5803, -6.5128], [4.6546, -0.2911, -0.5778], [-3.1346, 0.4621, -0.3935], [-1.2573, -3.9155, -3.7613], [4.7125, -2.5904, -3.4236], [2.1457, 2.6364, -2.0833], [-4.2148, 1.4586, -0.7323], [0.0888, 5.7005, 4.5027], [2.7127, 0.1959, 4.4578], [-3.0719, -5.4266, -4.5393], [-2.1198, 4.7108, 5.6923], [-1.5659, -4.7844, -5.8217], [2.7269, 1.0023, -2.1279], [-2.8829, -3.1945, 1.9863], [-2.6619, 1.5752, -2.3796], [6.5801, -3.7406, -2.6024], [2.9392, -0.4887, 5.2724], [-3.2164, 1.7374, 5.1946], [-1.5049, -2.4589, 1.8894], [0.6229, 1.2710, -2.6988], [4.7419, 0.8307, 4.3669], [-3.6299, -3.3523, -6.7297], [3.2443, -1.2187, -2.3256], [1.2441, -3.2706, -4.4397], [-0.6075, -3.3998, 1.3154], [-3.0520, 4.4103, -2.9405], [-4.2914, -1.8122, 3.4287], [2.8069, 1.4051, 0.4563], [5.7457, -1.2122, -3.0048], [-0.8646, -4.2366, -4.8444], [3.6591, -2.4080, -1.1076], [-1.0177, -0.2200, -1.3690], [-2.6978, 1.1023, 4.4767], [2.2388, 2.9112, 1.7402], [4.6310, 1.9031, 2.1064], [1.5700, 1.5554, -0.3494], [-3.5541, 2.6325, 4.6717], [1.8616, 1.6050, -1.8566], [-2.9643, -5.0194, -5.5437], [5.5709, -3.6159, -1.1407], [-3.8540, -0.9753, 3.2265], [0.6077, -4.0842, -5.2791], [2.4349, -1.1926, 1.1436], [-4.0905, 1.2035, 5.5651], [0.7369, 3.6620, 4.1848], [3.9523, 0.5815, 3.6510], [-2.5256, 4.5079, -2.0810], [-0.2498, -0.6382, -3.3085], [-4.8379, -3.9768, -5.5929], [6.1385, -3.0548, -1.8804], [-4.4395, -0.2407, 1.9005], [1.6603, 1.3476, 2.2587], [-3.6389, 2.3782, -1.6750], [-1.9704, 1.2001, 6.8679], [-3.4888, -2.9944, -5.0095]],
  "atomic_forces_ev_per_a": [[-0.10, -0.10, 0.07], [-0.04, -0.08, 0.19], [-0.10, -0.10, 0.03], [0.05, -0.42, -0.01], [-0.32, -0.25, 0.14], [-0.23, -0.47, -0.02], [0.38, -0.43, -0.22], [-0.05, -0.05, 0.13], [-0.19, -0.15, 0.07], [0.06, 0.00, 0.29], [0.03, 0.04, -0.13], [0.06, 0.12, -0.08], [0.27, 0.03, -0.02], [0.12, -0.32, -0.58], [-0.04, -0.03, -0.13], [0.14, 0.92, -0.23], [-0.11, -0.16, 0.10], [0.16, -0.07, -0.03], [-0.13, -0.08, 0.17], [0.00, -0.07, 0.07], [-0.20, -0.30, 0.03], [-0.31, 0.13, -0.01], [-0.08, 0.06, -0.01], [0.01, 0.25, 0.31], [0.11, 0.10, 0.03], [-0.23, -0.12, 0.14], [-0.04, 0.01, 0.02], [-0.20, 0.05, -0.09], [-0.04, -0.10, -0.05], [0.13, 0.01, -0.06], [-0.39, 0.05, 0.06], [0.18, 0.16, -0.01], [0.11, 0.07, -0.09], [-0.04, -0.06, -0.01], [-0.06, 0.05, 0.16], [-0.27, -0.54, 0.46], [-0.05, 0.22, 0.09], [0.05, 0.01, 0.07], [-0.01, 0.01, 0.05], [-0.41, 0.69, -0.24], [0.11, 0.00, -0.12], [0.07, 0.06, 0.00], [0.10, 0.11, -0.14], [0.17, -0.07, -0.06], [0.39, -0.12, 0.08], [-0.04, -0.04, 0.02], [-0.21, -0.01, -0.66], [0.12, 0.08, 0.04], [0.05, 0.08, -0.04], [0.13, -0.03, 0.03], [-0.13, -0.26, 0.04], [-0.18, -0.02, 0.11], [0.07, 0.12, 0.48], [0.02, -0.08, 0.08], [0.04, 0.08, 0.08], [0.11, 0.16, -0.21], [0.99, 0.02, -0.01], [0.62, -0.17, -0.09], [0.10, -0.03, -0.12], [-0.06, -0.06, -0.03], [0.03, 0.35, 0.16], [0.07, 0.03, 0.01], [-0.22, -0.03, -0.13], [-0.03, 0.12, 0.02], [0.20, -0.08, 0.01], [-0.20, -0.33, 0.57], [0.02, -0.03, -0.14], [-0.20, -0.09, -0.03], [0.10, -0.03, -0.01], [-0.01, -0.11, -0.30], [-0.02, -0.10, 0.08], [0.00, -0.01, -0.12], [0.05, 0.14, 0.08], [0.79, 0.43, -0.57], [-0.05, 0.02, 0.08], [-0.39, 0.51, 0.15], [-0.42, -0.10, 0.01], [0.12, -0.14, 0.04], [-0.31, -0.12, -0.03], [0.07, 0.06, -0.03], [-0.27, 0.05, -0.02], [0.01, -0.03, 0.01], [0.02, 0.02, 0.01], [0.05, 0.35, 0.48], [0.05, -0.30, 0.17], [-0.13, 0.12, -0.02], [0.00, -0.03, 0.00], [0.00, 0.56, -0.38], [-0.04, 0.56, 0.17], [0.09, -0.11, 0.09], [-0.23, -0.56, -0.48], [0.16, 0.03, -0.06], [-0.03, -0.04, 0.05]]
}

(2)
{
  "formula": "C4H12O2",
  "method": "ωB97M-V/def2-TZVPD",
  "e_homo_ev": -10.491,
  "e_tot_ev": -8437.245,
  "smiles": "CCCCO.O",
  "gap_ev": 11.26,
  "symbols": ["H", "H", "H", "H", "H", "O", "O", "C", "H", "H", "H", "C", "H", "C", "H", "H", "H", "C"],
  "coordinates": [[1.9099, 1.6681, 1.0602], [-3.1709, 0.4888, 1.3087], [0.7363, -1.1262, 0.8732], [-0.6962, 0.6351, 0.1326], [-1.2685, -0.3589, -3.2517], [-1.0709, 0.1954, -2.4922], [-3.0999, -0.3876, 1.7062], [1.8250, 0.6690, 1.4872], [2.0214, -0.6761, -0.1637], [-2.5972, -0.9079, 1.0654], [0.5535, 1.3412, -0.9701], [1.1985, -0.2425, 0.4274], [-0.8930, -1.3502, -1.1639], [-0.2748, -0.5364, -1.5652], [1.2221, 0.7689, 2.3751], [2.8376, 0.3673, 1.7382], [0.5857, -0.9848, -2.0789], [0.1813, 0.4368, -0.4887]],
  "atomic_forces_ev_per_a": [[0.08, 0.15, 0.02], [0.00, -0.13, 0.04], [-0.12, 0.08, 0.21], [0.01, 0.60, -0.14], [-0.01, -0.03, 0.03], [-0.05, 0.18, -0.14], [0.15, 0.01, -0.20], [-0.13, 0.30, -0.72], [-0.19, 0.27, -0.12], [-0.14, 0.13, 0.13], [0.01, 0.03, 0.17], [0.74, -0.30, -0.20], [0.27, -0.03, 0.26], [-0.17, 0.17, -0.42], [-0.18, -0.10, 0.38], [-0.03, -0.20, 0.24], [0.01, 0.05, 0.11], [-0.25, -1.18, 0.37]]
}

(3)
{
  "formula": "C2H10N3OP",
  "method": "ωB97M-V/def2-TZVPD",
  "multiplicity": 3,
  "e_homo_ev": [-3.158, -9.746],
  "e_tot_ev": -18037.556,
  "gap_ev": [4.16, 7.99],
  "s2": 2.00,
  "symbols": ["H", "C", "H", "N", "O", "N", "C", "H", "H", "H", "N", "H", "H", "H", "P", "H", "H"],
  "coordinates": [[0.1643, 1.0436, -0.2108], [2.0019, -0.6472, 1.1799], [3.6096, 1.3019, 0.8191], [1.7137, 0.5051, 0.3762], [-0.8637, 0.9757, -0.3565], [-1.6004, -1.5672, -0.3293], [2.6114, 1.3672, 0.1608], [-1.6504, -2.4366, -0.7813], [-2.4290, -1.5950, 0.3171], [2.8964, -0.4661, 1.7493], [-3.2541, 0.2884, -0.9719], [1.0556, -0.8406, 1.6070], [2.1114, -1.4234, 0.4322], [2.2535, 2.2780, -0.3333], [-1.5845, -0.1868, -1.2968], [-3.1884, 1.2386, -0.5198], [-3.8472, 0.1642, -1.8418]],
  "atomic_forces_ev_per_a": [[-1.65, -1.42, -0.32], [-0.27, 0.43, -1.98], [-1.70, 0.39, -1.91], [0.50, 1.27, -1.02], [-0.18, 0.61, -0.63], [-0.85, -0.22, 2.01], [0.68, 0.13, 2.53], [0.54, -1.33, -1.02], [0.79, 0.40, -0.96], [0.14, -0.43, 0.78], [0.36, 1.53, -0.11], [-0.54, -0.59, 1.57], [0.41, -0.60, 0.14], [0.91, -0.18, -0.20], [0.90, 0.06, 0.47], [-1.01, -0.76, -0.94], [0.98, 0.70, 1.58]]
}

(4)
{
  "formula": "C51H34N6NiS",
  "method": "ωB97M-V/def2-TZVPD",
  "multiplicity": 3,
  "e_homo_ev": [-6.686, -6.733],
  "e_tot_ev": -114261.553,
  "gap_ev": [5.75, 5.84],
  "s2": 2.01,
  "symbols": ["C", "C", "C", "H", "C", "C", "H", "H", "C", "H", "H", "C", "H", "N", "H", "H", "C", "C", "H", "C", "C", "H", "H", "C", "C", "H", "H", "H", "H", "H", "C", "H", "C", "H", "H", "C", "C", "C", "C", "C", "C", "C", "H", "C", "C", "N", "H", "C", "C", "C", "C", "H", "C", "C", "C", "C", "C", "C", "Ni", "H", "C", "H", "C", "C", "C", "C", "C", "C", "C", "C", "H", "C", "S", "C", "H", "H", "N", "C", "H", "H", "C", "N", "H", "C", "C", "C", "H", "N", "H", "H", "N", "H", "C"],
  "coordinates": [[1.7897, 3.7371, -3.3953], [-3.0133, -1.0346, 0.2338], [1.1929, 4.8819, 2.3519], [-4.9812, -2.1050, 0.1573], [1.6057, 2.1612, 0.9089], [-3.1348, -3.2654, -0.0065], [-7.5415, 0.0874, 2.4609], [5.1493, -1.8381, -1.0056], [-3.0413, 2.7707, 0.4891], [3.2910, 3.6003, 1.2835], [0.2021, 5.1464, -0.8662], [-4.9091, 0.5489, 0.3666], [1.2960, 8.2346, 1.8933], [1.1060, -1.9738, 0.1645], [-2.8771, -0.8850, -2.7837], [-1.8913, 4.5949, 0.7938], [3.7287, 1.4674, 1.1426], [2.4448, -2.0408, 0.4013], [3.8829, -3.7699, 0.5200], [2.9653, 2.5826, 1.1494], [1.1486, 7.1859, 1.6690], [1.7202, 6.5193, 3.6269], [8.4362, -2.0249, 1.7344], [-5.6328, 0.1427, 1.4868], [6.8832, -1.9885, 0.2532], [-1.5957, -1.7235, -2.0234], [4.5860, -0.7139, 3.0734], [-4.0675, 3.0928, 0.5339], [1.7347, -5.2327, -0.0481], [-5.0337, 1.5083, -1.5470], [0.5177, 3.0354, 0.8124], [-0.5545, -7.6855, -2.4655], [7.3952, -1.8094, 1.5300], [-1.6790, -5.3223, 1.7148], [6.9601, -1.2102, 3.5445], [2.0843, 1.6114, -2.2847], [-1.7634, -2.8207, 0.0214], [3.2726, -0.9650, 0.7443], [-3.4433, 0.2948, 0.2917], [-0.9071, -5.1269, -0.2699], [0.7387, 1.3287, -2.4894], [-6.9392, 1.4706, -0.5630], [0.5263, 7.5434, -0.3507], [-0.6560, -3.6656, -0.1187], [-0.0416, 2.2339, -3.2242], [-1.8847, -0.9970, -2.6633], [-3.4579, -4.2827, -0.1492], [-5.5811, 1.2074, -0.6614], [-1.1048, 0.1014, -2.6509], [2.5951, 2.8177, -2.7283], [-1.3446, -7.8769, -0.4830], [3.6361, 3.0539, -2.5497], [1.7918, -4.1627, 0.0598], [1.3875, 6.2241, 2.6397], [-1.6631, -7.2116, 0.6926], [-1.9358, 3.5334, 0.6216], [5.2366, -1.0670, 2.2827], [-2.5938, 1.4063, 0.3325], [-0.0242, -0.2732, 0.0242], [-5.1174, -0.3716, 2.2886], [2.8823, -3.4167, 0.3391], [-2.0797, -7.7549, 1.5314], [-0.8002, 2.6423, 0.5492], [-3.9052, -2.1617, 0.1320], [-0.5866, -5.8033, -1.4436], [0.7160, 6.7963, 0.4102], [-7.6466, 1.0775, 0.5634], [-6.9908, 0.4058, 1.5848], [-0.8059, -7.1698, -1.5470], [5.5499, -1.7110, -0.0073], [-0.1731, -5.2543, -2.2810], [0.5227, 5.4539, 0.1204], [-1.6244, 1.5500, -3.4987], [0.4622, 3.4464, -3.6640], [-1.5150, -8.9424, -0.5674], [2.2056, 4.6831, -3.7176], [1.5681, 0.8098, 0.7403], [0.7581, 4.4794, 1.0883], [-7.4460, 1.9809, -1.3726], [2.7070, 0.8746, -1.7947], [-1.4440, -5.8472, 0.7970], [0.0835, 0.1572, -2.1108], [-0.1556, 4.1351, -4.2263], [6.5692, -1.3471, 2.5443], [2.8431, 0.3566, 0.8906], [0.6760, -3.2511, -0.0295], [1.3625, 4.1306, 3.1128], [-1.2321, 1.3651, 0.3528], [7.5243, -2.3470, -0.5422], [4.7958, 1.4012, 1.2758], [-1.7211, -1.4619, 0.1564], [-8.7043, 1.2941, 0.6408], [4.7097, -1.2518, 1.0053]],
  "atomic_forces_ev_per_a": [[-0.03, 0.10, 0.01], [-0.07, 0.02, -0.07], [-0.07, 0.00, -0.08], [0.01, -0.03, -0.03], [-0.03, 0.07, -0.12], [0.04, 0.01, -0.12], [0.03, 0.01, 0.01], [0.00, -0.03, -0.01], [-0.02, 0.01, 0.01], [-0.01, 0.01, 0.01], [-0.04, -0.02, -0.06], [-0.08, 0.00, 0.01], [0.00, -0.01, 0.00], [-0.03, 0.16, -0.08], [-0.02, 0.00, 0.02], [0.01, 0.02, 0.01], [0.02, 0.10, 0.04], [0.02, 0.02, 0.08], [0.04, 0.03, 0.00], [0.03, -0.02, 0.02], [-0.01, 0.02, 0.01], [0.00, 0.00, -0.01], [-0.01, -0.01, -0.01], [0.01, 0.07, -0.02], [0.03, -0.02, -0.01], [-0.12, -0.07, -0.01], [0.01, 0.00, 0.01], [-0.03, 0.00, 0.00], [-0.01, -0.01, 0.04], [0.04, 0.04, 0.02], [-0.02, -0.13, -0.12], [-0.01, 0.01, 0.00], [0.05, 0.01, 0.01], [-0.01, -0.02, 0.01], [0.01, 0.01, -0.01], [-0.07, -0.13, 0.16], [0.03, -0.12, -0.06], [-0.16, -0.01, -0.09], [0.20, 0.13, -0.03], [-0.04, -0.07, 0.10], [-0.06, 0.21, -0.33], [-0.02, 0.01, -0.05], [0.02, -0.02, 0.00], [0.06, 0.16, -0.06], [0.00, -0.11, 0.23], [0.16, 0.15, -0.06], [-0.01, -0.02, 0.06], [0.03, -0.08, 0.02], [-0.01, 0.25, -0.33], [0.03, 0.01, 0.07], [-0.01, -0.02, 0.03], [0.00, -0.03, -0.01], [0.06, 0.02, -0.06], [0.03, 0.00, 0.03], [-0.02, 0.00, 0.00], [-0.04, -0.01, -0.03], [-0.02, -0.08, -0.04], [-0.03, -0.11, 0.05], [-0.01, -0.12, 0.57], [0.00, 0.01, 0.00], [-0.02, -0.05, -0.03], [0.01, -0.01, -0.01], [0.02, -0.02, 0.16], [-0.06, 0.02, 0.02], [-0.07, 0.02, 0.03], [-0.02, 0.04, -0.05], [-0.02, 0.01, -0.04], [-0.04, -0.02, 0.01], [0.02, -0.04, -0.07], [-0.07, 0.06, 0.02], [0.03, 0.02, 0.02], [0.10, -0.09, 0.03], [0.09, -0.14, 0.02], [-0.02, 0.04, -0.07], [0.01, 0.00, -0.01], [0.00, -0.03, -0.03], [-0.21, -0.07, -0.15], [0.02, 0.06, 0.09], [0.00, 0.01, 0.02], [0.03, 0.06, 0.10], [0.03, 0.03, -0.05], [-0.20, -0.23, 0.01], [0.00, 0.00, 0.03], [-0.01, 0.01, 0.02], [0.05, -0.05, -0.13], [-0.07, -0.04, 0.15], [0.01, -0.01, 0.02], [0.19, -0.08, -0.09], [0.00, 0.02, -0.01], [-0.01, -0.01, 0.00], [0.21, 0.09, 0.19], [0.00, -0.03, 0.01], [0.11, -0.01, 0.03]]
}